The following is a quantum chemistry calculation of 8 unconnected molecules or ions with the total composition C53H124F6N7O4P in a non-equilibrium geometry, from the Open Molecules 2025 dataset.

Structure (XYZ):
```
195
C53H124F6N7O4P, DFT ωB97M-V/def2-TZVPD
H -1.5410 -3.7001 5.3352
H 7.0364 1.8390 -2.4496
H 5.2455 -4.8984 -1.5261
H 3.9663 -1.4228 6.2925
H 3.0596 9.9756 -1.7527
C -6.1334 4.4376 6.8036
C 0.9085 -3.4939 -4.4777
C 1.9090 -1.2179 5.6745
O 2.1661 8.5216 -2.9575
H 1.6217 -1.8163 6.5641
C 5.3526 -3.1253 -2.9477
H -9.8139 -1.2438 -0.1691
H -1.4460 -2.4616 4.0144
H -4.5187 3.8305 5.1402
H -0.6512 4.2515 -1.5374
H 0.6283 -3.8404 -7.7972
C -6.4878 -0.3588 -0.4148
H 3.4339 9.5515 -4.2296
H -8.4384 -2.4274 1.3430
H -2.6754 -7.0968 0.7962
H -6.0013 -1.5256 2.7513
N -7.8037 -0.6952 0.3040
C 1.7221 0.2712 5.8634
H -3.3355 4.8556 5.2557
H 4.4490 0.6432 6.3537
C 5.3944 -1.9776 -1.8805
H -2.3104 3.8616 6.9906
H 5.5814 1.1383 5.1526
H 4.5139 2.3419 5.6957
N 0.5571 -3.2461 -5.8852
C -8.1626 0.3753 1.2427
C 1.3034 4.4510 -4.2806
H 4.8248 0.8825 -1.4591
H 8.2431 -0.2617 -0.4332
H 3.0654 -4.6444 -6.0555
H 1.4299 -7.2460 0.8156
H -3.0725 -5.0689 -0.2791
H 4.5398 3.5824 3.6190
H -6.2797 -1.1737 -1.1103
H -5.1969 5.9961 5.8821
C -7.1346 0.2804 2.3878
H -9.1369 0.0187 1.6256
H -5.8939 3.5707 7.4598
H 9.0958 0.5095 -1.7718
H 3.5245 2.7181 0.7713
H 5.6134 0.8052 -3.8450
H 1.8903 3.5704 -4.0522
C 2.6573 -4.4276 -7.0386
H 4.1547 -5.8259 -7.7929
C -7.9747 3.5881 5.5155
H -8.3432 3.6071 6.5306
H 4.3206 -0.3107 -3.5084
H -3.0207 0.6590 3.8099
F -0.7436 0.0144 0.0011
H 5.9235 -0.0709 -0.3969
O 0.6718 4.7808 -3.0379
N -3.9666 4.3338 5.8381
H 4.3695 -1.6684 -1.6007
N 6.0539 -0.7014 -2.3939
C 2.3386 5.5401 -4.5736
H 0.4038 -2.7860 -3.8085
C 2.2677 1.0989 4.7828
H 3.4031 -2.5076 5.0716
H -5.6981 -0.2695 0.3433
H -0.7003 -8.0132 -0.0608
N 1.6383 6.8610 -4.7853
F 1.2261 0.9098 0.9617
C 8.1153 0.2100 -1.4244
H -6.6057 1.7451 -0.5706
C -1.3342 -1.7718 -5.5557
C 3.1682 8.5497 -3.9115
H 4.1370 4.3628 1.3775
C 1.1325 -4.2687 -6.9301
H -1.4249 -5.5398 3.7787
H 3.1210 -0.8466 3.4429
H 3.0547 5.7112 -3.8060
C -1.8136 -3.4566 4.3123
H 2.4658 -6.4586 -7.6089
H 3.2017 -3.5226 -7.3740
C -7.0148 -1.2740 2.5107
C 4.1944 3.2617 1.4670
H 1.7310 0.9815 3.8482
H 0.2782 -5.5948 -0.3794
H 0.6651 -4.4904 -4.1284
H -0.8048 -8.7450 1.4865
H 0.6460 0.6097 5.9577
H 0.0386 2.8356 -2.4249
C -2.0157 -5.1231 -0.3265
C 4.7322 -4.4569 -2.3681
C 4.0096 1.4803 3.1135
H 2.0606 8.6903 -5.7166
H 2.2878 2.1664 5.0462
H 4.0787 8.0799 -3.5551
C -1.7805 -6.7865 1.3524
C 3.0599 -5.6057 -7.9093
H -7.2872 0.8705 -1.9150
H -1.6935 -3.4449 1.5186
H -6.7621 -2.5148 0.6825
C -0.2935 3.8839 -2.4933
H -4.2266 1.0368 -1.4103
C -0.0899 -0.9111 -5.9199
H 1.2009 9.8808 -1.6319
C -5.1132 1.0056 -2.0490
C 1.0395 -1.8996 -6.3186
H -1.5784 -1.7131 -4.5002
C 3.8680 -0.6355 4.2101
H -2.9039 -4.5799 2.1040
H 0.2067 -0.2757 -5.0882
H -1.3293 -3.9555 -5.3246
C -4.9295 5.2438 6.5999
H 7.8225 -1.7991 -2.3835
H -1.1033 -3.4423 -6.9896
F 0.2738 -1.9198 -0.4001
C 3.8646 2.9933 2.9237
H 2.1747 0.5073 6.8287
H -2.2883 1.3704 6.2614
H 1.1403 -1.9655 -7.4055
H 2.8031 3.2886 3.0140
F 0.3850 -1.0342 1.7301
H -1.2067 3.9087 -3.1083
H -1.2687 0.9760 3.6874
H -5.0281 1.9515 -2.6131
H -9.0251 -0.2743 -1.3414
H 0.6182 -5.1914 -6.6898
C 4.5688 1.2695 5.4989
C 2.5923 7.8966 -5.1855
H 1.2321 7.1762 -3.9207
C 5.8081 0.4078 -1.3455
H -2.9051 -3.3645 4.2903
O -6.6183 4.1122 5.5068
C -3.2050 3.3639 6.5911
C -8.8797 -1.0737 -0.6346
C 0.1446 -5.5363 0.7211
H 0.7619 -6.8386 2.3784
H 1.3030 -1.6808 4.9042
H 0.8871 6.7992 -5.4712
H -2.4993 1.6936 2.6109
H 5.2490 3.0980 1.2461
H -8.7008 4.1755 4.9771
H -8.5885 -1.9489 -1.2226
H 3.3351 0.9684 2.4226
C -2.9188 2.0993 5.7543
C 0.5456 -6.8811 1.3213
C -1.8587 -4.4160 1.9914
F 2.2460 -0.9980 0.5314
F 1.1826 0.0894 -1.2207
H -1.7587 -4.1169 -0.6342
H -8.2852 1.3399 0.7569
H -0.2033 -4.3822 3.2977
H 7.0941 2.0436 -0.6770
C 2.0973 9.8251 -2.2600
H 4.5606 -5.1850 -3.1619
H 6.4106 -3.3052 -3.2339
C 3.3792 -1.4706 5.4028
H 3.7513 -4.1683 -1.9997
C -6.4496 0.9134 -1.2153
H -5.0073 0.1877 -2.7576
H 3.3003 7.4235 -5.8328
H 4.7884 -2.8892 -3.8582
H 2.8078 -5.4753 -8.9665
H -7.9473 2.5410 5.1806
H -3.7736 3.0478 7.4658
H 2.0466 -1.7143 -5.9137
H -0.2175 -0.2079 -6.7430
C 5.3797 -0.2336 -3.6667
H 7.8289 -0.4417 -3.4810
H -6.1849 0.7831 2.1333
O -2.4437 2.5777 4.5158
C -0.6611 -7.7535 1.0171
H -6.8656 5.0172 7.3296
P 0.7530 -0.4843 0.2512
H 1.9515 -3.3440 -4.3678
C -1.2707 -4.5388 3.3571
H -2.2320 -1.5507 -6.0930
H -1.7961 -5.8242 -1.1327
C 7.0413 1.2901 -1.4930
H -7.5969 0.7416 3.2682
C -2.2590 1.4336 3.6187
N 3.6431 0.8219 4.4475
H 2.0247 10.6077 -3.0600
C 7.5707 -0.7625 -2.4741
H -2.0155 -6.7993 2.4174
C -7.5079 -1.8900 1.2174
H 2.9902 5.3562 -5.4056
H -7.6726 -1.6806 3.2716
C -0.9091 -3.1504 -5.9400
H 0.6802 -4.6835 1.1503
H -4.4302 5.6802 7.4569
H 4.9117 -0.8341 3.9456
H 0.6955 4.2797 -5.1736
H -3.8978 1.6152 5.5725
H 5.9840 -2.2829 -1.0322
H 5.6518 -0.7827 -4.5541
N -1.3800 -5.4501 0.9777
H 5.0633 1.2116 2.9688
```

Maximum force = 3.11 eV/Å
LUMO = -10.046 eV
DFT total energy = -3716.5774 a.u.
Total charge = +6